21
Properties=species:S:1:pos:R:3:forces:R:3 method="wB97M-V/def2-TZVPD" smiles=CN(CCN)CC[O-] orbital_gap_ev=6.08 total_energy_ha=-382.94555 total_charge=-1 homo_ev=-2.31
N -0.33395 -1.87739 -2.83246 1.6658 -1.2099 2.7150
C 0.28700 -1.98454 -1.36749 -1.8506 3.0381 -1.1965
C 0.98723 -0.64642 -0.88461 0.5023 -2.7275 1.7884
N 0.00612 0.16329 -0.12037 1.8808 -1.3284 2.1546
C 0.04692 1.54983 -0.41406 -0.9186 2.9331 -1.8105
C 0.33270 -0.02793 1.40295 -2.5806 -0.1743 -0.6340
C -0.72660 0.75321 2.33560 1.1340 1.7189 -0.4001
O -0.83805 2.11316 2.06706 0.7785 -0.7718 0.4639
H 0.46497 -1.75722 -3.51169 -1.6780 0.7392 1.1315
H -1.00724 -1.13711 -2.64270 0.5604 0.3722 -1.2192
H 0.93246 -2.78056 -1.27467 1.5843 -1.9270 -0.3437
H -0.52344 -2.15292 -0.61754 0.3178 0.1186 -0.9188
H 1.68773 -0.27680 -1.62558 -0.8171 1.1363 -0.8013
H 1.82261 -1.01000 -0.18152 -1.1318 0.3063 -0.2928
H 0.01354 1.65435 -1.53790 -0.4744 -0.0392 0.7067
H 0.95173 2.10354 -0.18917 0.9915 -0.2754 0.5110
H -0.70376 2.23369 0.14878 0.7433 -1.8471 -0.8681
H 0.53917 -1.11085 1.69250 -0.9691 0.9036 -0.6789
H 1.23653 0.44271 1.72973 1.0401 0.8376 -0.5549
H -0.21068 0.53713 3.30188 -0.3443 -0.0113 0.4737
H -1.76787 0.48249 2.40699 -0.4346 -1.7920 -0.2259